Record 1
Formula: C3H6N2O
Source: the OMol25 dataset
Level of theory: wB97M-V/def2-TZVPD

Output
calculated total energy = -8235.31988 eV
ΔE to the lowest compared entry with this formula, charge and spin = 31.8 kcal per mole
E_HOMO = -8.9 eV

Geometry as XYZ:
```
12
C3H6N2O (wB97M-V/def2-TZVPD)
O 2.96908 0.51276 2.05596
N 1.65952 -0.67025 -0.54518
N -0.56039 -0.18791 -0.11866
C -1.85237 0.28930 -0.54697
C 0.47313 -0.44951 -0.96381
C 1.83976 0.46478 1.94372
H 2.28384 -0.85717 -1.32402
H -2.65754 -0.29158 -0.08403
H -1.94420 0.17859 -1.63220
H -2.00313 1.34798 -0.30126
H 0.17030 -0.46757 -2.01885
H -0.28471 -0.03035 0.84099
```

---

Record 2
Formula: C3H6N2O
Source: the OMol25 dataset
Level of theory: wB97M-V/def2-TZVPD

Output
calculated total energy = -8235.69401 eV
SMILES string = [H]/N=C/N(C)C=O
ΔE to the lowest compared entry with this formula, charge and spin = 23.2 kcal per mole
E_HOMO = -9.6 eV

Geometry as XYZ:
```
12
C3H6N2O (wB97M-V/def2-TZVPD)
O 0.54748 -0.79951 -2.25587
N 1.70286 0.65326 1.16072
N -0.05942 -0.02394 -0.18209
C 0.46241 0.41089 1.03261
C -1.48418 -0.22942 -0.38626
C 0.85623 -0.35718 -1.17185
H -2.01483 0.71167 -0.57353
H 1.93577 0.88923 2.11694
H -0.29015 0.50297 1.82603
H 1.87681 -0.16452 -0.80535
H -1.60241 -0.88514 -1.25200
H -1.93057 -0.70830 0.49064
```

---

Record 3
Formula: C3H6N2O
Source: the OMol25 dataset
Level of theory: wB97M-V/def2-TZVPD

Output
calculated total energy = -8235.34118 eV
ΔE to the lowest compared entry with this formula, charge and spin = 31.3 kcal per mole
E_HOMO = -8.8 eV

Geometry as XYZ:
```
12
C3H6N2O (wB97M-V/def2-TZVPD)
O -0.42700 2.17772 3.00391
N 0.24050 -0.28587 -0.35833
N -1.70750 -0.01468 0.84340
C 0.16349 1.82307 2.10108
C 1.01986 -0.86333 -1.42331
C -1.03913 -0.62988 -0.05722
H 2.00875 -1.17680 -1.06838
H -1.40779 -1.47802 -0.65343
H 0.50134 -1.75145 -1.79763
H 1.16313 -0.17208 -2.26461
H -2.63074 -0.42196 0.95309
H 0.60205 0.50211 0.16344
```

---

Record 4
Formula: C3H6N2O
Source: the OMol25 dataset
Level of theory: wB97M-V/def2-TZVPD

Output
calculated total energy = -8233.67802 eV
ΔE to the lowest compared entry with this formula, charge and spin = 69.7 kcal per mole
E_HOMO (alpha / beta) = -7.7 / -7.7 eV

Geometry as XYZ:
```
12
C3H6N2O (wB97M-V/def2-TZVPD)
O -1.81415 1.81550 0.80981
N -0.48787 -1.21165 -0.72088
N 0.56678 0.52737 0.33970
C 1.73198 -0.09285 0.17069
C -0.59084 0.07680 -0.18760
C -1.80100 0.71847 0.26062
H 1.95849 -0.52308 -0.79595
H -0.14440 -1.21109 -1.67868
H -2.72717 0.13432 0.09562
H 0.45723 1.29583 1.00342
H 2.51480 0.05247 0.89196
H 0.33616 -1.58207 -0.18871
```

---

Record 5
Formula: C3H6N2O
Source: the OMol25 dataset
Level of theory: wB97M-V/def2-TZVPD

Output
calculated total energy = -8231.70657 eV
ΔE to the lowest compared entry with this formula, charge and spin = 115.1 kcal per mole
E_HOMO (alpha / beta) = -10.6 / -7.7 eV

Geometry as XYZ:
```
12
C3H6N2O (wB97M-V/def2-TZVPD)
O 0.65265 0.78989 1.25700
N -0.87220 -1.48936 1.07388
N -2.27937 0.42619 -0.52656
C -1.19724 0.45222 -0.20693
C 0.20590 0.67017 0.02049
C 1.30980 0.72702 -1.05571
H 1.37937 1.72389 -1.38659
H 2.16699 0.21511 -0.63620
H -1.87260 -1.53983 0.93314
H -0.00716 0.27932 1.78281
H 1.13261 0.12233 -1.90867
H -0.61874 -2.37694 0.65335
```

---

Record 6
Formula: C3H6N2O
Source: the OMol25 dataset
Level of theory: wB97M-V/def2-TZVPD

Output
calculated total energy = -8230.54492 eV
SMILES string = NC/C=C/N=O
ΔE to the lowest compared entry with this formula, charge and spin = 141.9 kcal per mole
E_HOMO = -9.2 eV

Geometry as XYZ:
```
12
C3H6N2O (wB97M-V/def2-TZVPD)
O -1.54776 1.85463 0.21423
N 1.80475 -0.44625 -0.60834
N -2.05919 0.86178 -0.36613
C -0.56905 -0.75756 -0.22914
C -1.67812 -0.24662 0.38898
C 0.71323 -0.28308 0.31339
H -0.61994 -0.87857 -1.30518
H 0.36989 0.86692 0.55242
H 0.95317 -0.77373 1.26333
H 2.67898 -0.12379 -0.21302
H 1.62469 0.03656 -1.48138
H -1.67066 -0.11031 1.47085
```

---

Record 7
Formula: C3H6N2O
Source: the OMol25 dataset
Level of theory: wB97M-V/def2-TZVPD

Output
calculated total energy = -8232.60923 eV
ΔE to the lowest compared entry with this formula, charge and spin = 94.3 kcal per mole
E_HOMO = -8.6 eV

Geometry as XYZ:
```
12
C3H6N2O (wB97M-V/def2-TZVPD)
O -0.43911 0.39894 1.65585
N 0.95988 -1.16031 0.72026
N 1.23610 1.09365 0.25204
C -1.87911 -0.14548 -1.80518
C -1.53270 0.10343 -0.66361
C 0.51951 0.10415 0.80741
H 0.33028 -1.85539 1.09210
H 1.63715 -1.40739 0.01599
H -2.17873 -0.39464 -2.79691
H 0.79421 2.00044 0.26856
H 1.88708 0.88505 -0.48860
H -1.33456 0.37757 0.94209
```

---

Record 8
Formula: C3H6N2O
Source: the OMol25 dataset
Level of theory: wB97M-V/def2-TZVPD

Output
calculated total energy = -8232.01085 eV
ΔE to the lowest compared entry with this formula, charge and spin = 108.1 kcal per mole
E_HOMO = -8.4 eV

Geometry as XYZ:
```
12
C3H6N2O (wB97M-V/def2-TZVPD)
O 0.80008 1.30678 1.25679
N 0.07595 -2.25901 -2.02906
N -1.26117 0.01752 0.25708
C 1.15466 -0.09196 0.31566
C -0.06599 -0.05269 -0.59810
C 0.01380 -1.28074 -1.41507
H 2.01352 0.30686 -0.24170
H -0.19528 1.27156 1.20177
H -1.30846 -0.82533 0.82741
H 1.01745 0.72591 2.00419
H -0.13234 0.80849 -1.28303
H -2.11223 0.07262 -0.29594
```

---

Record 9
Formula: C3H6N2O
Source: the OMol25 dataset
Level of theory: wB97M-V/def2-TZVPD

Output
calculated total energy = -8236.05015 eV
SMILES string = [H]/N=C(/C)C(N)=O
ΔE to the lowest compared entry with this formula, charge and spin = 15.0 kcal per mole
E_HOMO = -9.6 eV

Geometry as XYZ:
```
12
C3H6N2O (wB97M-V/def2-TZVPD)
O 1.34059 1.57313 0.29182
N -0.57186 -0.80651 1.50786
N 1.65807 -0.44852 -0.66671
C -0.40503 -0.06507 0.50423
C -1.57150 0.38679 -0.30809
C 0.94032 0.45858 0.03964
H 0.27452 -1.05061 2.01922
H 1.31306 -1.37334 -0.85110
H 2.57380 -0.19532 -1.00187
H -1.60047 1.47473 -0.30873
H -1.46088 0.05533 -1.33946
H -2.49061 -0.00918 0.11320
```

---

Record 10
Formula: C3H6N2O
Source: the OMol25 dataset
Level of theory: wB97M-V/def2-TZVPD

Output
calculated total energy = -8234.26631 eV
SMILES string = N#CC=O.CN
ΔE to the lowest compared entry with this formula, charge and spin = 56.1 kcal per mole
E_HOMO = -9.1 eV

Geometry as XYZ:
```
12
C3H6N2O (wB97M-V/def2-TZVPD)
O 1.34577 -1.43476 0.27660
N -0.38508 0.61262 -1.38190
N 0.85703 1.79334 1.45983
C 1.53801 -0.73819 1.23753
C -1.45836 -0.18935 -0.81208
C 1.12583 0.67798 1.31116
H 2.04745 -1.09054 2.14729
H 0.49972 0.12654 -1.31338
H -2.41370 0.13105 -1.23961
H -1.55417 -0.14313 0.28676
H -0.29092 1.49351 -0.88893
H -1.31157 -1.23907 -1.08327
```

---

Record 11
Formula: C3H6N2O
Source: the OMol25 dataset
Level of theory: wB97M-V/def2-TZVPD

Output
calculated total energy = -8232.44555 eV
ΔE to the lowest compared entry with this formula, charge and spin = 98.1 kcal per mole
E_HOMO = -8.5 eV

Geometry as XYZ:
```
12
C3H6N2O (wB97M-V/def2-TZVPD)
O -2.53560 -0.40151 0.09684
N -0.46899 1.78158 0.13375
N 0.61746 1.30500 -0.01342
C -1.45337 -0.28949 -0.38332
C 1.03463 -0.15487 0.03018
C -0.20625 -0.88725 0.36135
H 1.43707 1.90809 -0.34587
H -1.34923 -0.06140 -1.47570
H -0.02385 -1.96273 0.16680
H 1.65550 -0.34800 0.93016
H -0.27909 -0.77298 1.41216
H 1.57172 -0.11643 -0.91294
```

---

Record 12
Formula: C3H6N2O
Source: the OMol25 dataset
Level of theory: wB97M-V/def2-TZVPD

Output
calculated total energy = -8233.04306 eV
SMILES string = [H]/N=C\C#N.[H][H].C=O
ΔE to the lowest compared entry with this formula, charge and spin = 84.3 kcal per mole
E_HOMO = -10.6 eV

Geometry as XYZ:
```
12
C3H6N2O (wB97M-V/def2-TZVPD)
O -1.45095 -0.78209 -0.25267
N 1.70672 -0.26147 -1.49051
N 1.60031 0.71460 1.85632
C -1.45102 -1.01133 -1.43843
C 1.44742 -0.21475 -0.36380
C 1.14218 -0.15864 1.06079
H -0.83410 -0.42789 -2.14333
H 0.46249 -0.93256 1.41587
H -1.34149 2.07597 1.12169
H 2.20668 1.38125 1.37158
H -1.43402 1.44744 0.73420
H -2.05423 -1.83054 -1.87172
```

---

Record 13
Formula: C3H6N2O
Source: the OMol25 dataset
Level of theory: wB97M-V/def2-TZVPD

Output
calculated total energy = -8232.29266 eV
ΔE to the lowest compared entry with this formula, charge and spin = 101.6 kcal per mole
E_HOMO = -9.5 eV

Geometry as XYZ:
```
12
C3H6N2O (wB97M-V/def2-TZVPD)
O 1.14730 -0.83836 1.14450
N -1.63227 -0.51964 0.12269
N 2.37643 -0.07622 -1.87774
C 1.99990 -0.03038 -0.78056
C 1.61529 0.26172 0.59726
C -0.98715 0.61556 -0.49414
H -1.97854 -0.29872 1.04919
H -0.09521 1.00865 0.04602
H 0.90437 -0.61915 2.05820
H -1.67857 1.45911 -0.55345
H -1.00798 -1.31624 0.19437
H -0.66356 0.35367 -1.50633
```

---

Record 14
Formula: C3H6N2O
Source: the OMol25 dataset
Level of theory: wB97M-V/def2-TZVPD

Output
calculated total energy = -8234.94403 eV
SMILES string = [H]/N=C(/C=O)NC
ΔE to the lowest compared entry with this formula, charge and spin = 40.5 kcal per mole
E_HOMO = -9.8 eV

Geometry as XYZ:
```
12
C3H6N2O (wB97M-V/def2-TZVPD)
O -1.71786 2.25972 0.29907
N -1.16099 -0.92060 -0.74410
N 0.55702 0.31998 0.39428
C -1.86464 1.06739 0.22407
C 1.68156 -0.40752 -0.19107
C -0.75201 0.04869 -0.02595
H -0.40075 -1.56711 -0.95486
H 1.74369 -1.47873 0.06565
H 0.65470 0.29983 1.39650
H 1.64458 -0.30563 -1.27688
H -2.86441 0.59097 0.23005
H 2.60849 0.06044 0.16131
```

---

Record 15
Formula: C3H6N2O
Source: the OMol25 dataset
Level of theory: wB97M-V/def2-TZVPD

Output
calculated total energy = -8232.34876 eV
SMILES string = N#C[C@H]1CN1.O
ΔE to the lowest compared entry with this formula, charge and spin = 100.3 kcal per mole
E_HOMO = -9.9 eV

Geometry as XYZ:
```
12
C3H6N2O (wB97M-V/def2-TZVPD)
O -1.39064 -1.30745 0.57220
N 0.45461 -1.55674 -2.28652
N -0.37562 0.94390 0.87795
C 0.60926 1.21309 -0.12420
C 0.62672 -0.23655 -0.02670
C 0.42414 -1.01696 -1.25673
H -1.90179 -1.29361 -0.24275
H 1.20700 -0.78861 0.69994
H 0.14197 1.57374 -1.03482
H -1.31601 -0.34999 0.82528
H 1.50837 1.71804 0.17424
H 0.01199 1.10114 1.82210
```

---

Record 16
Formula: C3H6N2O
Source: the OMol25 dataset
Level of theory: wB97M-V/def2-TZVPD

Output
calculated total energy = -8231.17138 eV
SMILES string = C=CC(=O)NN
ΔE to the lowest compared entry with this formula, charge and spin = 127.5 kcal per mole
E_HOMO = -10.0 eV

Geometry as XYZ:
```
12
C3H6N2O (wB97M-V/def2-TZVPD)
O -1.83219 1.46762 0.85018
N -0.25848 -0.07740 1.51204
N 1.09141 -0.31995 1.17862
C -0.92000 0.62642 0.60953
C 0.16188 -0.59939 -1.70185
C -0.40658 0.33871 -0.81668
H 0.87819 -1.65115 -1.29388
H 0.02597 -0.31140 -2.79747
H -1.24094 1.04724 -1.57277
H 1.49146 0.26844 0.49311
H 1.12044 -1.32355 0.97812
H -0.11117 0.53441 2.56105
```

---

Record 17
Formula: C3H6N2O
Source: the OMol25 dataset
Level of theory: wB97M-V/def2-TZVPD

Output
calculated total energy = -8232.43008 eV
SMILES string = C=C=O.C=NN
ΔE to the lowest compared entry with this formula, charge and spin = 98.4 kcal per mole
E_HOMO = -8.6 eV

Geometry as XYZ:
```
12
C3H6N2O (wB97M-V/def2-TZVPD)
O -0.77456 -1.17700 -2.43242
N -0.65612 -0.82412 0.84976
N -0.02940 0.23383 1.25106
C -0.58158 1.35149 1.75684
C 1.33126 -0.28048 -1.62275
C 0.22692 -0.66391 -2.06696
H -1.58819 1.67986 1.82443
H -0.03384 -1.64952 0.66928
H 2.05661 0.47703 -2.14944
H -1.60554 -0.78246 0.38702
H 1.60633 -0.44317 -0.60566
H 0.04811 2.07844 2.13883
```

---

Record 18
Formula: C3H6N2O
Source: the OMol25 dataset
Level of theory: wB97M-V/def2-TZVPD

Output
calculated total energy = -8231.46571 eV
SMILES string = N/N=C\C=C\O
ΔE to the lowest compared entry with this formula, charge and spin = 120.7 kcal per mole
E_HOMO (alpha / beta) = -7.1 / -7.1 eV

Geometry as XYZ:
```
12
C3H6N2O (wB97M-V/def2-TZVPD)
O -2.30165 0.76065 0.44132
N 1.46922 -0.39160 0.25479
N 1.61955 0.92933 -0.01242
C 0.58935 -1.25542 -0.18746
C -0.79476 -1.05548 0.17219
C -1.15959 0.23406 -0.08880
H 2.06460 1.36183 0.79906
H -1.36688 -1.75206 0.76877
H -0.81071 0.78036 -0.95870
H -2.51157 1.58170 -0.03277
H 0.93388 -2.28295 -0.37103
H 2.26854 1.08958 -0.78495
```

---

Record 19
Formula: C3H6N2O
Source: the OMol25 dataset
Level of theory: wB97M-V/def2-TZVPD

Output
calculated total energy = -8230.00948 eV
SMILES string = C/N=[NH+]\[O-].C#C
ΔE to the lowest compared entry with this formula, charge and spin = 154.3 kcal per mole
E_HOMO = -9.6 eV

Geometry as XYZ:
```
12
C3H6N2O (wB97M-V/def2-TZVPD)
O 1.03721 0.09640 2.14480
N 0.39492 -0.36547 0.07959
N 0.23731 0.08094 1.20297
C -2.37084 1.05165 -0.15391
C -1.67333 0.58567 -1.00889
C 1.61305 -0.86286 -0.44346
H -3.11121 1.56712 0.53019
H 1.77800 -0.13230 -1.38055
H -0.64361 0.43379 1.45297
H -1.25327 0.36038 -1.91509
H 2.45493 -0.96829 0.35011
H 1.53684 -1.84703 -0.85873
```